*P*
A single C6H8N2O molecule, computed with ωB97M-V/def2-TZVPD.

Molar mass: 124.1 g mol⁻¹
2S+1: 1
E_HOMO: -8.1 eV
Structure (SMILES): [H]/N=C(\OC)c1ccc[nH]1
Total charge: 0

CARTESIAN COORDINATES (ANGSTROEM)
H -1.9197 1.7327 0.8455
N -0.8987 1.4704 0.6881
C -0.5255 0.3920 0.1746
O -1.3053 -0.5609 -0.2332
C -2.6442 -0.1903 -0.5504
C 0.9713 0.2558 0.0376
C 1.8849 1.1196 -0.5130
C 3.1961 0.5069 -0.4404
C 2.9116 -0.7330 0.1801
N 1.5869 -0.8718 0.4711
H -2.6035 0.8387 -0.8091
H -3.1885 -0.2983 0.4160
H -3.1096 -0.8201 -1.3103
H 1.6841 2.1245 -0.9021
H 4.0850 0.9454 -0.7695
H 3.4886 -1.6008 0.3835
H 1.0794 -1.3847 1.2601

---

*Q*
A single C6H8N2O molecule, computed with ωB97M-V/def2-TZVPD.

Molar mass: 124.1 g mol⁻¹
2S+1: 1
E_HOMO: -8.2 eV
Structure (SMILES): C=C(N)c1cc(C)no1
Total charge: 0

CARTESIAN COORDINATES (ANGSTROEM)
C 1.0054 0.6133 1.8732
C 1.1060 -0.6372 1.2793
N 1.7603 -1.7455 1.7713
C 0.1341 -0.7391 0.2539
C -0.5755 0.4253 -0.0443
C -0.8495 0.2578 -1.4511
C -1.6245 1.1598 -2.3438
N -0.4084 -0.8907 -1.8818
O 0.2158 -1.5495 -0.8310
H 1.2365 0.7339 2.9263
H 1.1698 1.5291 1.3306
H 2.1472 -1.6670 2.6973
H 1.3814 -2.6478 1.5307
H -1.2348 0.9821 0.5959
H -1.1428 2.1395 -2.4087
H -2.6335 1.2997 -1.9535
H -1.6875 0.7364 -3.3444

---

*R*
A single C6H8N2O molecule, computed with ωB97M-V/def2-TZVPD.

Molar mass: 124.1 g mol⁻¹
2S+1: 1
E_HOMO: -8.7 eV
Structure (SMILES): CC(=O)Nc1ccc[nH]1
Total charge: 0

CARTESIAN COORDINATES (ANGSTROEM)
C 1.7916 -0.1813 1.2676
C 1.5769 1.2213 0.7763
O 2.3531 2.1216 0.9998
N 0.4709 1.4082 -0.0321
C -0.4278 0.4108 -0.5347
C -0.3143 -0.4139 -1.5585
C -1.4620 -1.3338 -1.4686
C -2.1610 -0.8186 -0.3799
N -1.4822 0.1283 0.2543
H 1.5773 -0.8948 0.5963
H 1.1895 -0.3017 2.2923
H 2.8736 -0.2393 1.3681
H 0.6736 2.2301 -0.3452
H 0.3145 -0.5694 -2.4045
H -1.9200 -2.0762 -2.1203
H -3.2732 -1.4058 0.0255
H -1.7805 0.7147 1.2635

---

*S*
A single C6H8N2O molecule, computed with ωB97M-V/def2-TZVPD.

Molar mass: 124.1 g mol⁻¹
2S+1: 1
E_HOMO: -8.8 eV
Structure (SMILES): CC(=O)Nc1ccc[nH]1
Total charge: 0

CARTESIAN COORDINATES (ANGSTROEM)
C 1.7918 1.2316 0.3521
C 2.0892 -0.1915 -0.1269
O 3.2687 -0.7010 0.0066
N 1.1020 -1.1322 -0.3749
C -0.3123 -0.7063 -0.1130
C -1.0181 -0.7725 0.9970
C -2.2845 -0.2095 0.6831
C -2.2670 0.1736 -0.5924
N -1.0198 -0.1254 -1.1260
H 2.4969 1.6832 0.4921
H 1.0281 1.2583 1.2004
H 1.3391 1.6398 -0.4426
H 1.1115 -1.3891 -1.2814
H -0.6510 -1.3261 1.8902
H -3.0687 -0.2368 1.3928
H -2.9296 0.6311 -0.9449
H -0.6765 0.1730 -2.0123

---

Energetically preferred structure: *P* | next structure: +0.0303 hartree

---

*P*
2 unconnected molecules or ions with the total composition C8H12N2S, computed with ωB97M-V/def2-TZVPD.

Molar mass: 168.3 g mol⁻¹
2S+1: 1
E_HOMO: -8.5 eV
Total charge: 0

CARTESIAN COORDINATES (ANGSTROEM)
C 2.1531 0.6887 -3.2247
C 1.3812 0.0730 -2.2930
C 2.6971 1.5786 -1.3738
C 1.2569 0.4086 0.1576
C -1.7484 0.8011 1.3650
C -2.2992 -1.6264 1.6047
C -0.2772 -0.9913 0.3993
C -1.1601 -0.5964 1.5394
N 2.9618 1.6241 -2.6311
N 1.7208 0.6393 -1.0794
S 1.7929 1.0538 1.5239
H 2.1923 0.5286 -4.2820
H 0.6538 -0.7057 -2.3746
H 3.1517 2.1772 -0.6111
H -2.4421 1.0134 2.1760
H -0.9679 1.5549 1.3792
H -2.2849 0.8760 0.4218
H -2.8857 -1.5899 0.6882
H -1.9107 -2.6362 1.7223
H -2.9575 -1.4082 2.4412
H -0.7570 -0.9473 -0.5688
H 0.3168 -1.8817 0.5502
H -0.5875 -0.6343 2.4699

---

*Q*
2 unconnected molecules or ions with the total composition C8H12N2S, computed with ωB97M-V/def2-TZVPD.

Molar mass: 168.3 g mol⁻¹
2S+1: 1
E_HOMO: -8.3 eV
Total charge: 0

CARTESIAN COORDINATES (ANGSTROEM)
C -3.0778 -0.8138 0.4489
C -3.2005 0.6367 0.5779
C -1.7827 -1.0511 0.0321
C 0.5915 1.8504 -1.4865
C 0.7869 1.0045 -0.3177
C 1.5052 -0.5910 1.5755
C 1.8520 -1.0343 -0.9736
C 1.8095 0.0120 0.1489
N -2.0354 1.1231 0.1702
N -1.2183 0.1368 -0.1132
S 0.5654 2.5764 0.2566
H -3.6798 -1.5464 0.7458
H -4.0507 1.2906 0.6835
H -1.2730 -1.9786 0.0369
H 1.4501 2.0429 -2.1962
H -0.4958 1.7238 -1.8668
H 1.0741 0.3466 2.1102
H 2.2438 -1.1183 2.1351
H 0.6033 -1.1982 1.4606
H 2.6279 -1.7744 -0.6242
H 2.0343 -0.6707 -1.9364
H 0.8967 -1.4676 -0.9933
H 2.7734 0.5004 0.1258

---

Energetically preferred structure: *P* | next structure: +0.0886 hartree

---

*P*
A molecular structure, C37H36F5GeN3NaO4S, computed with ωB97M-V/def2-TZVPD.

Molar mass: 809.4 g mol⁻¹
2S+1: 2
E_HOMO (alpha / beta): -1.8 / -2.4 eV
Total charge: -2

CARTESIAN COORDINATES (ANGSTROEM)
Na -0.5776 -0.6587 0.3246
C -4.2833 5.0156 3.0133
C -3.0237 4.5305 2.3044
N -2.1775 3.7313 3.1729
C -1.1432 4.4335 3.9078
C 0.1467 4.5559 3.1043
C -2.3212 2.3780 3.2364
S -1.2580 1.4184 4.1369
N -3.3957 1.8952 2.5724
C -3.2681 0.9804 1.6304
O -2.2327 0.7257 0.9769
C -4.5361 0.2565 1.2456
C -5.7196 0.4477 1.9526
C -6.8675 -0.2490 1.6045
C -6.8400 -1.1490 0.5449
C -5.6600 -1.3466 -0.1595
C -4.5123 -0.6467 0.1865
H -4.8953 5.6287 2.3477
H -4.0303 5.6103 3.8944
H -4.8664 4.1518 3.3309
H -2.4332 5.3802 1.9506
H -3.2991 3.9313 1.4393
H -0.9534 3.8822 4.8276
H -1.5321 5.4245 4.1685
H 0.5157 3.5605 2.8596
H 0.9113 5.0886 3.6750
H -0.0242 5.0954 2.1698
H -5.7128 1.1444 2.7802
H -7.7842 -0.0951 2.1625
H -7.7357 -1.6969 0.2744
H -5.6208 -2.0513 -0.9810
H -3.5897 -0.8133 -0.3566
O 2.9812 -1.5638 2.6653
C 1.8526 -1.3949 2.1931
O 1.5049 -0.5927 1.2808
C 0.7238 -2.2549 2.7855
C 0.9386 -2.9517 3.9703
C -0.0968 -3.6904 4.5100
C -1.3140 -3.7272 3.8440
C -1.4339 -3.0173 2.6617
N -0.4437 -2.2956 2.1435
H 1.9137 -2.8818 4.4304
H 0.0378 -4.2295 5.4410
H -2.1560 -4.2858 4.2314
H -2.3640 -3.0173 2.1038
C 3.8563 1.0831 0.1859
Ge 2.9717 -0.0542 -1.1372
C 2.5684 1.0113 -2.7507
C 1.6427 2.0535 -2.6306
C 1.2814 2.8105 -3.7373
C 1.8303 2.5347 -4.9834
C 2.7448 1.4993 -5.1167
C 3.1086 0.7429 -4.0090
C 4.2118 -1.4962 -1.6638
C 5.4518 -1.5656 -1.0785
C 6.3861 -2.5631 -1.4379
C 6.0758 -3.4880 -2.3910
C 4.8000 -3.4786 -3.0091
C 4.4395 -4.4477 -3.9782
C 3.1900 -4.4546 -4.5306
C 2.2360 -3.4919 -4.1368
C 2.5632 -2.5358 -3.2189
C 3.8533 -2.4889 -2.6315
H 4.8081 1.4819 -0.1750
H 3.9980 0.4769 1.0799
H 3.1912 1.9126 0.4248
H 1.1901 2.2581 -1.6650
H 0.5514 3.6038 -3.6281
H 1.5353 3.1151 -5.8502
H 3.1708 1.2721 -6.0876
H 3.8172 -0.0688 -4.1298
H 5.7254 -0.8423 -0.3197
H 7.3556 -2.5853 -0.9528
H 6.7908 -4.2513 -2.6802
H 5.1732 -5.1954 -4.2619
H 2.9233 -5.2106 -5.2599
H 1.2313 -3.5166 -4.5387
H 1.8086 -1.8249 -2.9100
F -0.1465 -1.7252 -1.6418
C -1.5100 -2.1627 -1.9183
F -1.3050 -3.4599 -2.4217
C -1.8024 -1.3560 -3.1712
F -1.8605 -0.0392 -2.8915
F -0.9141 -1.4774 -4.2012
F -3.0050 -1.7023 -3.6926
O 0.3445 1.9094 0.5843
H 0.8573 1.2510 1.0869
H -0.5644 1.8089 0.9175

---

*Q*
A molecular structure, C37H36F5GeN3NaO4S, computed with ωB97M-V/def2-TZVPD.

Molar mass: 809.4 g mol⁻¹
2S+1: 2
E_HOMO (alpha / beta): -1.8 / -2.3 eV
Total charge: -2

CARTESIAN COORDINATES (ANGSTROEM)
Na 0.7015 0.8548 0.8577
C -0.2599 0.8648 6.8873
C -0.0800 1.4707 5.5016
N -1.2184 1.2433 4.6171
C -2.2616 2.2729 4.5772
C -3.4976 1.9106 5.3895
C -1.2693 0.1694 3.7949
S -0.0683 -1.0407 3.8324
N -2.4047 0.1021 3.0390
C -2.3038 0.1536 1.7258
O -1.3052 0.4534 1.0383
C -3.5911 -0.0937 0.9547
C -3.5605 -0.0507 -0.4340
C -4.7092 -0.2976 -1.1789
C -5.9088 -0.5748 -0.5326
C -5.9487 -0.6013 0.8591
C -4.7947 -0.3630 1.5964
H 0.6380 1.0281 7.4921
H -0.4210 -0.2117 6.7983
H -1.1110 1.3069 7.4138
H 0.8010 1.0503 5.0256
H 0.0609 2.5503 5.5675
H -2.5390 2.4559 3.5453
H -1.8110 3.1902 4.9555
H -3.9126 0.9684 5.0276
H -4.2646 2.6851 5.2874
H -3.2612 1.8005 6.4511
H -2.6209 0.2011 -0.9095
H -4.6629 -0.2678 -2.2616
H -6.8075 -0.7655 -1.1080
H -6.8818 -0.8072 1.3713
H -4.7998 -0.3880 2.6799
O 4.1225 -0.8675 0.7695
C 2.9694 -0.7766 0.3206
O 2.4150 0.2537 -0.1541
C 2.0849 -2.0342 0.4189
C 2.6402 -3.2337 0.8490
C 1.8085 -4.3251 1.0130
C 0.4496 -4.1814 0.7699
C -0.0121 -2.9478 0.3485
N 0.7832 -1.8945 0.1477
H 3.7007 -3.2611 1.0566
H 2.2115 -5.2728 1.3519
H -0.2466 -4.9964 0.9279
H -1.0715 -2.7899 0.1753
C -0.4679 2.0773 -2.7452
Ge 0.5701 0.5151 -2.2241
C -0.3399 -0.9316 -3.2032
C -1.3777 -1.6611 -2.6146
C -2.0867 -2.6273 -3.3271
C -1.7609 -2.8906 -4.6523
C -0.7285 -2.1810 -5.2560
C -0.0286 -1.2139 -4.5388
C 2.2720 0.7156 -3.1748
C 2.6317 1.9786 -3.5646
C 3.8767 2.2369 -4.2043
C 4.7529 1.2248 -4.4372
C 4.4386 -0.1009 -4.0300
C 5.3573 -1.1653 -4.2311
C 5.0682 -2.4302 -3.8118
C 3.8340 -2.6944 -3.1648
C 2.9344 -1.6892 -2.9685
C 3.2035 -0.3552 -3.3941
H -0.3357 2.2146 -3.8241
H -0.1637 2.9642 -2.1876
H -1.5185 1.8730 -2.5260
H -1.6394 -1.4733 -1.5799
H -2.8890 -3.1733 -2.8423
H -2.3045 -3.6452 -5.2095
H -0.4640 -2.3832 -6.2879
H 0.7782 -0.6767 -5.0272
H 1.9661 2.8133 -3.3750
H 4.1262 3.2502 -4.4972
H 5.7077 1.4109 -4.9184
H 6.3050 -0.9455 -4.7125
H 5.7866 -3.2284 -3.9563
H 3.6071 -3.6924 -2.8096
H 1.9984 -1.9028 -2.4634
F 1.6860 3.8346 1.1193
C 0.4642 3.4748 0.4228
F 0.3752 4.4757 -0.5717
C -0.5798 3.9300 1.4418
F -1.8246 3.7495 0.9719
F -0.4646 3.2059 2.5744
F -0.5153 5.2248 1.8249
O 3.2792 1.6333 2.4300
H 2.9730 2.3293 1.8353
H 3.7155 0.9864 1.8541

---

Energetically preferred structure: *P* | next structure: +0.0223 hartree

---

*P*
3 unconnected molecules or ions with the total composition C5H15O3, computed with ωB97M-V/def2-TZVPD.

Molar mass: 123.2 g mol⁻¹
2S+1: 1
E_HOMO: -3.9 eV
Total charge: -1

CARTESIAN COORDINATES (ANGSTROEM)
C 1.0427 -0.1057 0.4820
O 0.8898 -1.4549 0.7189
C 0.4096 0.2863 -0.8647
C -1.1197 0.4690 -0.7706
C -1.5284 1.7849 -0.0705
C -2.9269 2.2277 -0.4848
H 0.5214 0.4685 1.2752
H 2.1026 0.2198 0.4079
H 0.5107 -0.5698 -1.5335
H 0.8449 1.1474 -1.3784
H -1.5052 -0.3843 -0.2158
H -1.5543 0.4988 -1.7740
H -0.7888 2.5530 -0.2733
H -1.5035 1.5673 0.9945
H -3.5882 1.3613 -0.5568
H -2.8737 2.6706 -1.4870
H -3.4071 2.9371 0.1991
H 2.1531 -2.2587 -0.7016
H 3.1949 -3.1107 -0.0743
O 2.7411 -3.0137 -0.9240
H 1.8098 -1.9675 1.7330
H 2.0165 -2.9436 2.9356
O 2.5588 -2.3830 2.3631

---

*Q*
3 unconnected molecules or ions with the total composition C5H15O3, computed with ωB97M-V/def2-TZVPD.

Molar mass: 123.2 g mol⁻¹
2S+1: 1
E_HOMO: -3.4 eV
Total charge: -1

CARTESIAN COORDINATES (ANGSTROEM)
C 0.0255 -1.7279 -0.2660
O 1.1737 -1.7666 0.5056
C -0.7389 -0.3580 -0.4178
C -0.0167 0.6353 -1.3125
C 0.6127 1.8485 -0.5439
C -1.0468 1.2742 -2.2795
H 0.3898 -2.0507 -1.3037
H -0.7276 -2.4121 0.1350
H -0.7700 0.0098 0.6039
H -1.6620 -0.7959 -0.8916
H 0.6949 0.1467 -1.9964
H 1.6312 1.9642 -0.9486
H 0.2353 2.8381 -0.7507
H 0.5324 1.5970 0.5063
H -1.7984 1.6520 -1.5649
H -1.6335 0.5323 -2.8488
H -0.6600 2.0491 -2.9175
H -1.4863 -0.6121 2.2261
H -2.8660 -0.4861 1.4831
O -2.3110 -0.1198 2.1710
H 1.8926 -0.7177 1.0954
H 2.6022 0.6534 1.1458
O 2.4836 -0.0832 1.7456

---

Energetically preferred structure: *P* | next structure: +0.0532 hartree